#1
This record from the OMol25 dataset describes one molecule with the formula C18H25N3OS. The level of theory is wB97M-V/def2-TZVPD.

Geometry as ORCA input:
```
! wB97M-V def2-TZVPD RIJCOSX def2/J DEFGRID3
* xyz 0 1
C 2.248 0.310 3.684
N 0.365 0.050 1.335
C 0.785 2.101 0.187
C -0.264 -3.746 1.061
H -2.471 -0.534 -1.700
C 1.518 3.292 0.070
C -1.979 0.432 -1.668
C -0.570 2.638 -1.887
H 0.624 0.706 -4.491
H -2.364 2.904 -3.982
C 0.712 1.356 -3.624
H -2.635 -2.244 -0.622
H 1.205 0.804 -2.827
C -1.327 -3.871 -0.026
H 0.183 -1.953 2.248
H -2.242 -4.285 0.399
N -1.032 -1.583 0.580
H 2.914 -1.734 3.719
H -2.752 1.191 -1.448
H 2.206 -1.226 2.177
C -0.685 1.803 -3.177
H -1.412 2.043 -5.190
H -0.783 3.535 -4.471
H 1.017 -0.744 5.094
H -1.535 3.113 -1.683
C -1.563 -2.422 -0.481
N 2.113 4.267 -0.054
H 3.828 -0.692 2.619
H 2.969 0.707 4.407
C -0.206 1.755 -0.739
H 0.170 3.427 -2.022
H -0.282 -4.572 1.768
H 0.731 -3.681 0.618
C 2.835 -0.915 3.005
O -1.471 0.624 -2.971
S 2.123 1.708 2.493
C -0.896 0.555 -0.629
H -1.492 -2.538 2.375
C -1.354 2.630 -4.278
C 0.918 0.067 4.375
H -1.015 -4.506 -0.852
H 0.601 0.964 4.904
C 0.985 1.207 1.254
C -0.634 -2.415 1.703
H -1.042 -2.214 -1.420
H 0.155 -0.193 3.647
H 1.322 2.218 -3.884
C -0.523 -0.337 0.404
*
```

SMILES: CC(C)Sc1nc(N2CCCC2)c2c(c1C#N)CC(C)(C)OC2
E_HOMO: -7.9 eV
Frontier orbital gap: 8.55 eV

---

#2
This record from the OMol25 dataset describes one molecule with the formula C18H25N3OS. The level of theory is wB97M-V/def2-TZVPD.

Geometry as ORCA input:
```
! wB97M-V def2-TZVPD RIJCOSX def2/J DEFGRID3
* xyz 0 1
H -3.043 -2.290 0.971
N -0.090 0.238 0.776
H 5.248 1.635 0.764
C -1.958 0.747 1.877
H 3.769 -0.128 -1.239
H -5.604 0.025 1.994
H -5.015 -0.258 -2.891
C -0.966 -0.729 0.620
C 2.375 2.077 -2.210
H 1.546 -0.574 0.764
C -0.704 1.168 1.558
H 3.118 2.536 -2.859
H 4.647 0.058 2.486
C -6.248 0.456 -1.293
H 3.300 2.769 -0.397
O 2.852 -2.873 -0.953
C -4.369 -0.694 0.399
H 2.164 1.436 -0.178
C 4.012 0.101 1.598
C 0.760 -1.740 -1.268
H 3.216 -1.772 2.307
H 3.182 0.775 1.821
H -7.270 1.038 0.496
H -3.351 -1.280 -1.387
C -4.210 -0.768 -0.979
H -0.194 2.069 1.832
C 4.852 0.665 0.450
S -0.720 -2.188 -0.308
C -3.316 -1.285 1.305
H 5.704 0.000 0.287
C 2.953 1.824 -0.822
H -3.681 -1.336 2.335
C 3.456 -1.301 1.345
H 4.186 -1.927 0.827
C -6.412 0.533 0.079
C 2.075 -2.034 -0.544
N 2.263 -1.266 0.534
H 2.060 1.141 -2.667
H 1.513 2.739 -2.152
C -5.145 -0.195 -1.821
C -5.473 -0.037 0.923
N -2.120 -0.476 1.279
H -2.733 1.195 2.464
H 0.711 -2.344 -2.174
H -6.980 0.901 -1.950
H 0.674 -0.680 -1.505
C 4.121 0.840 -0.881
H 4.846 1.208 -1.613
*
```

SMILES: CCCCCCNC(=O)CSc1nccn1Cc1ccccc1
E_HOMO: -8.3 eV
Frontier orbital gap: 8.96 eV

---

Referenced to the most stable arrangement, the calculated values in kJ/mol are #1 74.7; #2 0.0.

---

#1
This record from the OMol25 dataset describes one molecule with the formula C23H26N2O3. The level of theory is wB97M-V/def2-TZVPD.

Geometry as ORCA input:
```
! wB97M-V def2-TZVPD RIJCOSX def2/J DEFGRID3
* xyz 0 1
C 0.699 3.468 0.083
H -5.055 -2.162 -1.845
H -1.416 -1.090 -2.076
H -6.439 -0.137 2.854
O -3.142 -1.536 -0.043
H 0.882 1.539 0.887
H 0.895 -0.335 -0.322
H -2.236 2.780 0.815
C 5.806 -1.741 0.719
H 7.830 -1.147 0.981
C 2.881 0.422 -0.051
H 1.448 4.210 -0.200
C 6.820 -0.827 0.768
C -2.741 0.766 0.429
C -4.037 -2.370 -2.165
C -1.611 -0.245 -1.434
N 1.394 2.233 0.364
H 5.097 2.014 0.086
H 0.391 -2.718 0.675
C -3.151 -2.619 -0.949
H -4.315 -1.049 1.942
C -0.927 0.934 -1.676
H 0.228 3.232 -2.006
C -0.317 3.295 -1.063
H -2.131 -2.882 -1.256
C -4.668 -0.056 1.641
H -5.946 1.502 2.398
H -0.965 4.172 -1.092
C 2.294 -1.909 0.132
H 1.673 -3.922 0.411
H -3.552 -3.449 -0.360
H 0.917 -3.105 -0.964
C -5.589 0.522 2.705
C 4.487 -1.327 0.439
H -5.200 -0.149 0.687
O -3.574 0.836 1.503
C 5.295 0.970 0.273
H -5.050 0.628 3.642
C 6.564 0.534 0.542
O 3.101 2.577 -1.078
H 5.977 -2.793 0.889
N 3.522 -2.267 0.394
C 1.253 -2.983 0.065
C -2.506 -0.365 -0.379
C 4.227 0.054 0.212
C -2.038 1.938 0.169
H 7.380 1.240 0.582
C 1.926 -0.565 -0.093
H -3.678 -1.519 -2.740
C -1.123 2.042 -0.867
H -4.041 -3.250 -2.801
H 0.194 3.788 0.997
C 2.492 1.842 -0.327
H -0.228 0.980 -2.498
*
```

SMILES: CCOc1ccc(CCNC(=O)c2cc(C)nc3ccccc23)cc1OCC
E_HOMO: -8.3 eV
Frontier orbital gap: 8.58 eV

---

#2
This record from the OMol25 dataset describes one molecule with the formula C23H26N2O3. The level of theory is wB97M-V/def2-TZVPD.

Geometry as ORCA input:
```
! wB97M-V def2-TZVPD RIJCOSX def2/J DEFGRID3
* xyz 0 1
H -0.894 -3.960 -0.695
C -0.242 2.598 -1.323
C -1.521 3.107 -1.288
C -2.450 2.634 -0.360
H 3.262 -2.867 -0.230
H -4.719 -2.101 -0.044
C 3.876 1.361 0.161
H -2.019 -1.192 -1.383
H -3.774 -0.765 2.539
C -4.641 2.828 0.554
H 0.477 2.989 -2.026
O 0.975 -2.768 0.499
C 0.379 -2.289 -0.436
H 0.040 -0.647 -1.596
C 4.054 -0.023 0.003
C -2.118 -2.213 -1.003
H -2.753 1.268 1.280
H -3.946 -0.520 0.050
C 5.280 -0.588 0.373
C 1.783 -0.256 -0.616
O -3.686 3.208 -0.406
C 1.522 1.069 -0.427
C -2.071 1.636 0.531
C -2.624 -2.166 0.436
H -0.535 -3.074 -2.188
H -5.451 -0.888 1.999
N 0.743 -1.108 -1.033
C 0.139 1.584 -0.447
H 7.234 -0.254 1.142
C 6.132 1.578 0.986
C -4.474 -1.365 1.960
H 4.745 3.203 0.747
C 6.298 0.203 0.856
H -2.684 -3.181 0.834
C -0.790 -2.965 -1.130
H 5.431 -1.654 0.312
H -5.521 3.437 0.352
H -0.493 0.356 1.185
C 3.320 -2.118 -1.022
H -1.913 -1.612 1.052
H -2.859 -2.721 -1.625
C -3.997 -1.506 0.520
H 2.596 -2.376 -1.793
C -0.789 1.118 0.477
N 3.033 -0.794 -0.518
H -4.290 3.028 1.572
H 6.939 2.189 1.360
H -4.550 -2.342 2.433
O 2.450 3.227 -0.145
H -4.908 1.770 0.464
C 2.595 2.012 -0.154
H -1.828 3.890 -1.963
H 4.313 -2.125 -1.470
C 4.925 2.143 0.647
*
```

SMILES: CCCCCC(=O)Nc1c(-c2ccc(OC)cc2)c(=O)c2ccccc2n1C
E_HOMO: -7.8 eV
Frontier orbital gap: 8.35 eV

---

Referenced to the most stable arrangement, the calculated values in kJ/mol are #1 41.8; #2 0.0.

---

#1
This record from the OMol25 dataset describes an isolated ion of composition C6H13F2N2 and charge +1. The level of theory is wB97M-V/def2-TZVPD.

Geometry as ORCA input:
```
! wB97M-V def2-TZVPD RIJCOSX def2/J DEFGRID3
* xyz 1 1
C 0.835 1.944 0.884
H -0.771 -0.933 -2.073
H -2.406 -2.348 0.955
H -1.438 0.851 1.093
H 1.288 1.419 1.747
C -2.651 -1.264 0.693
F 0.969 -1.014 -1.327
N -0.978 0.408 0.296
H 0.177 1.344 -1.077
H -3.515 -1.287 0.039
H -1.887 -2.054 -1.294
C 2.747 0.138 -0.416
F 1.064 -1.161 0.792
H 0.038 2.690 1.032
H 1.698 2.410 0.436
C -1.619 -0.617 -0.179
H -2.804 -0.750 1.692
H 2.703 0.735 -1.324
N -1.478 -1.175 -1.344
C 1.267 -0.248 -0.237
H 3.217 0.743 0.322
H 3.295 -0.734 -0.593
C 0.250 0.902 -0.118
*
```

SMILES: C/C(N)=[NH+]/[C@@H](C)C(C)(F)F
E_HOMO: -14.9 eV
Frontier orbital gap: 11.86 eV

---

#2
This record from the OMol25 dataset describes a 2-piece molecular cluster, C6H13F2N2 overall. The level of theory is wB97M-V/def2-TZVPD.

Geometry as ORCA input:
```
! wB97M-V def2-TZVPD RIJCOSX def2/J DEFGRID3
* xyz 1 1
N 1.231 2.013 -0.250
H -0.313 0.199 -1.279
C -1.093 -0.412 -0.776
H -2.074 1.800 -0.510
H -0.647 0.153 1.297
H 1.323 2.575 -1.108
C 1.880 0.643 -0.101
F 1.974 0.469 1.196
H -2.434 0.057 0.887
H 1.987 -3.781 -0.616
H 2.588 -2.013 -0.534
H 2.161 -3.022 1.023
C 1.800 -2.839 -0.061
H 1.566 2.702 0.376
H -1.995 -0.536 -1.350
F 3.169 0.615 -0.543
N -1.397 1.801 0.177
C 0.649 -2.096 -0.227
H -1.244 -2.633 -0.448
H -2.004 2.300 0.928
C -1.421 0.309 0.576
H 0.040 1.924 -0.051
C -0.549 -1.784 -0.411
*
```

E_HOMO (spin up / spin down): -12.4 / -11.1 eV
Frontier orbital gap (spin up / spin down): 8.26 / 6.09 eV

---

Referenced to the most stable arrangement, the calculated values in kJ/mol are #1 0.0; #2 592.7.

---

#1
This record from the OMol25 dataset describes C2H4OS as an isolated structure. The level of theory is wB97M-V/def2-TZVPD.

Geometry as ORCA input:
```
! wB97M-V def2-TZVPD RIJCOSX def2/J DEFGRID3
* xyz 0 1
H -0.927 1.376 0.484
S 2.176 0.349 0.355
C -1.103 0.395 0.077
O 3.153 -0.725 0.076
H -2.066 0.051 0.480
H -1.254 0.612 -0.939
C -0.065 -0.554 0.013
H 0.087 -1.504 -0.546
*
```

E_HOMO (spin up / spin down): -9.0 / -8.5 eV
Frontier orbital gap (spin up / spin down): 9.30 / 7.72 eV

---

#2
This record from the OMol25 dataset describes one molecule with the formula C2H4OS. The level of theory is wB97M-V/def2-TZVPD.

Geometry as ORCA input:
```
! wB97M-V def2-TZVPD RIJCOSX def2/J DEFGRID3
* xyz 0 1
H -0.535 1.664 0.464
C -0.292 0.785 -0.138
H 0.417 -0.468 1.598
C 0.322 -0.450 0.545
O 0.945 -1.313 -0.196
H 0.157 1.066 -1.047
S -1.854 -0.228 -0.022
H 0.839 -1.054 -1.204
*
```

SMILES: O[C@H]1CS1
E_HOMO: -8.3 eV
Frontier orbital gap: 8.88 eV

---

#3
This record from the OMol25 dataset describes one molecule with the formula C2H4OS. The level of theory is wB97M-V/def2-TZVPD.

Geometry as ORCA input:
```
! wB97M-V def2-TZVPD RIJCOSX def2/J DEFGRID3
* xyz 0 1
H -2.178 2.374 0.116
H -1.244 0.054 -0.740
H 0.602 -1.889 -0.379
C 0.873 -0.932 -0.199
S -0.957 2.583 -0.321
H 1.587 -0.631 0.411
O -0.033 1.281 0.304
C -0.259 0.005 -0.197
*
```

SMILES: C=COS
E_HOMO: -9.0 eV
Frontier orbital gap: 9.30 eV

---

Referenced to the most stable arrangement, the calculated values in kJ/mol are #1 282.9; #2 0.0; #3 111.3.